Entry 1:
{
  "formula": "C9H7N4OPdS2",
  "method": "wB97M-V/def2-TZVPD",
  "species": ["Pd", "N", "C", "S", "N", "N", "C", "C", "C", "C", "C", "C", "C", "O", "H", "H", "H", "H", "H", "H", "H", "S", "C", "N"],
  "positions_angstrom": [[0.090, -0.143, -0.271], [3.573, 2.220, -0.656], [2.438, 1.557, -0.572], [2.323, -0.095, -0.285], [1.315, 2.395, -0.737], [0.216, 1.786, -0.648], [-0.898, 2.627, -0.692], [-2.192, 2.234, -0.663], [-3.190, 3.290, -0.653], [-4.498, 3.004, -0.642], [-4.957, 1.626, -0.650], [-4.105, 0.589, -0.669], [-2.678, 0.809, -0.673], [-1.921, -0.167, -0.738], [4.461, 1.757, -0.534], [3.560, 3.207, -0.865], [-0.638, 3.679, -0.725], [-2.839, 4.313, -0.646], [-5.233, 3.796, -0.628], [-6.024, 1.442, -0.638], [-4.433, -0.441, -0.677], [0.348, -4.558, -0.786], [0.207, -3.094, -0.211], [0.061, -2.011, 0.267]],
  "lowdin_charge": [0.7943, 0.1619, -0.7623, 0.8010, 0.0711, -0.1513, 0.0029, -0.0711, -0.0236, -0.0199, 0.0011, 0.0226, -0.2685, -0.0392, 0.1331, 0.1364, 0.1400, 0.1260, 0.1241, 0.1279, 0.1370, 0.6793, -0.9702, -0.1526],
  "largest_force_ev_per_a": 0.500,
  "charge": 1,
  "e_tot_ha": -1565.3854,
  "orbital_gap_ev": [4.11, 4.10]
}

Entry 2:
{
  "formula": "C32H36O5PSr",
  "method": "wB97M-V/def2-TZVPD",
  "species": ["Sr", "C", "C", "O", "C", "C", "O", "C", "C", "O", "C", "C", "O", "C", "C", "O", "H", "H", "H", "H", "H", "H", "H", "H", "H", "H", "H", "H", "H", "H", "H", "H", "H", "H", "H", "H", "C", "C", "C", "C", "C", "C", "P", "C", "C", "C", "C", "C", "C", "C", "C", "C", "C", "C", "C", "C", "C", "C", "C", "H", "H", "H", "H", "H", "H", "H", "H", "H", "H", "H", "H", "H", "H", "H", "H"],
  "positions_angstrom": [[-0.131, -0.221, -0.289], [0.524, 2.619, 1.825], [1.779, 1.941, 2.340], [2.210, 0.942, 1.420], [3.391, 1.215, 0.668], [3.071, 1.222, -0.815], [2.308, 0.088, -1.205], [2.987, -1.171, -1.198], [2.701, -2.001, 0.037], [1.318, -2.325, 0.068], [0.820, -2.867, 1.281], [0.554, -1.889, 2.405], [-0.571, -1.067, 2.099], [-0.883, -0.081, 3.080], [-1.369, 1.197, 2.411], [-0.462, 1.679, 1.422], [0.756, 3.200, 0.931], [0.125, 3.296, 2.585], [1.596, 1.450, 3.297], [2.553, 2.696, 2.502], [4.130, 0.444, 0.901], [3.825, 2.179, 0.943], [3.999, 1.276, -1.392], [2.455, 2.086, -1.066], [4.071, -1.033, -1.251], [2.656, -1.710, -2.087], [2.991, -1.469, 0.947], [3.293, -2.921, -0.027], [1.511, -3.628, 1.662], [-0.110, -3.371, 1.012], [1.432, -1.264, 2.608], [0.347, -2.488, 3.298], [-0.002, 0.112, 3.697], [-1.672, -0.457, 3.738], [-1.526, 1.943, 3.193], [-2.312, 1.022, 1.891], [-6.271, -4.571, -1.205], [-6.059, -3.704, -0.145], [-5.025, -2.778, -0.204], [-4.198, -2.707, -1.320], [-4.426, -3.579, -2.387], [-5.453, -4.507, -2.328], [-2.900, -1.412, -1.354], [-1.529, -2.346, -2.160], [-0.725, -1.807, -3.169], [0.364, -2.519, -3.664], [0.670, -3.777, -3.165], [-0.124, -4.326, -2.165], [-1.205, -3.616, -1.668], [-3.497, -0.261, -2.637], [-4.619, -0.431, -3.405], [-4.996, 0.568, -4.328], [-4.253, 1.708, -4.465], [-3.094, 1.916, -3.680], [-2.292, 3.082, -3.793], [-1.184, 3.224, -3.009], [-0.837, 2.207, -2.083], [-1.563, 1.049, -1.916], [-2.712, 0.924, -2.747], [-7.075, -5.294, -1.161], [-6.697, -3.749, 0.728], [-4.855, -2.098, 0.624], [-3.798, -3.528, -3.267], [-5.622, -5.177, -3.161], [-0.969, -0.842, -3.594], [0.955, -2.092, -4.465], [1.506, -4.335, -3.566], [0.090, -5.315, -1.780], [-1.832, -4.065, -0.904], [-5.228, -1.321, -3.309], [-5.883, 0.425, -4.931], [-4.550, 2.466, -5.181], [-2.567, 3.851, -4.505], [-0.571, 4.114, -3.097], [0.066, 2.396, -1.481]],
  "lowdin_charge": [1.4574, -0.1449, -0.1520, -0.1693, -0.1557, -0.1540, -0.2341, -0.1429, -0.1648, -0.2435, -0.1634, -0.1721, -0.2433, -0.1560, -0.1446, -0.2541, 0.1354, 0.1416, 0.1222, 0.1356, 0.1293, 0.1370, 0.1428, 0.1279, 0.1438, 0.1279, 0.1183, 0.1489, 0.1470, 0.1349, 0.1256, 0.1477, 0.1207, 0.1451, 0.1420, 0.1424, -0.0773, -0.0809, -0.1036, -0.3989, -0.1086, -0.0709, 1.0651, -0.4093, -0.0941, -0.0792, -0.0857, -0.0774, -0.1210, -0.3145, -0.0659, -0.0677, -0.0271, -0.1684, -0.0401, -0.0924, -0.1845, -0.2721, -0.2556, 0.1064, 0.1046, 0.0934, 0.1158, 0.1077, 0.1029, 0.1129, 0.1079, 0.1110, 0.1111, 0.0955, 0.1053, 0.1139, 0.1109, 0.0984, 0.0538],
  "largest_force_ev_per_a": 0.587,
  "charge": 1,
  "e_tot_ha": -1989.0546,
  "orbital_gap_ev": 7.41
}

Entry 3:
{
  "formula": "C2H2NOP",
  "method": "wB97M-V/def2-TZVPD",
  "species": ["O", "C", "P", "H", "C", "N", "H"],
  "positions_angstrom": [[-1.471, 0.017, 0.311], [-0.686, 0.874, 0.297], [0.537, 1.959, 0.307], [-0.343, 2.984, -0.053], [0.639, -1.965, -0.299], [1.432, -1.329, 0.214], [-0.109, -2.540, -0.777]],
  "lowdin_charge": [0.0609, -0.7231, 0.7638, -0.1484, -0.0799, 0.0687, 0.0580],
  "largest_force_ev_per_a": 2.275,
  "smiles": "O=C=P.C#N",
  "e_tot_ha": -548.6939,
  "orbital_gap_ev": 9.38
}